{"formula": "C38H42N2O5P2PtS", "method": "wB97M-V/def2-TZVPD", "species": ["Pt", "S", "P", "P", "O", "O", "O", "O", "O", "N", "N", "C", "C", "C", "C", "C", "C", "C", "C", "C", "C", "C", "C", "C", "C", "C", "C", "C", "C", "C", "C", "C", "C", "C", "C", "C", "C", "C", "C", "C", "C", "C", "C", "C", "C", "C", "C", "C", "C", "H", "H", "H", "H", "H", "H", "H", "H", "H", "H", "H", "H", "H", "H", "H", "H", "H", "H", "H", "H", "H", "H", "H", "H", "H", "H", "H", "H", "H", "H", "H", "H", "H", "H", "H", "H", "H", "H", "H", "H", "H", "H"], "positions_angstrom": [[0.78091, 0.34242, -0.19712], [1.61286, -1.15364, -2.89492], [-1.53007, 0.15227, 2.27157], [-1.82654, -1.49209, -0.20810], [1.32650, 2.40101, 0.17172], [2.35071, 2.06260, 2.11939], [0.94612, 0.13775, -2.35841], [-0.29094, 0.62540, 1.53843], [-0.31240, -1.37636, -0.39889], [2.63727, 4.54573, 2.71172], [3.04815, 0.12195, -0.33148], [-4.93909, 0.87320, -1.21949], [-2.84454, 1.34713, 2.12292], [5.92502, 1.73435, -1.49356], [-1.66392, -1.15762, 6.11013], [-3.02132, 1.68821, -2.42514], [0.26438, -2.10728, -3.60657], [-4.85707, 3.23035, 1.85172], [-2.08855, -5.46917, -0.74858], [6.46405, -0.48878, -0.66591], [-1.15097, -0.16841, 3.97775], [0.37246, 0.09415, 5.81697], [-4.36534, 1.78069, -2.10316], [0.04134, 0.33582, 4.49239], [7.25871, 1.93233, -1.81041], [1.87246, 2.82443, 1.18038], [3.59074, 0.31599, -4.08276], [-2.23438, 0.69033, -1.86297], [8.18603, 0.92939, -1.55609], [4.15362, 0.30464, -0.59987], [-2.13129, -1.40331, 1.56820], [7.79482, -0.27561, -0.98835], [-2.62840, 2.48603, 1.35235], [-2.80238, -0.21374, -0.96999], [5.54297, 0.52293, -0.92231], [-1.99993, -0.92345, 4.78876], [-4.06919, 1.15480, 2.76280], [0.57077, -3.59554, -3.60484], [2.42999, -0.61207, -4.38694], [-3.37202, -3.20882, -1.74653], [-3.64126, 3.42511, 1.21750], [-5.07368, 2.09562, 2.62513], [-3.72525, -4.46871, -2.20707], [-3.08732, -5.59275, -1.70800], [-1.73035, -4.21766, -0.28546], [-4.16408, -0.12245, -0.65779], [-2.37861, -3.07904, -0.77754], [-0.47828, -0.64687, 6.62203], [2.04896, 4.31783, 1.39860], [-4.62684, -0.82159, 0.02848], [-1.18940, 0.61146, -2.14217], [0.06720, -1.72015, -4.60677], [9.22635, 1.08961, -1.80383], [-3.36691, -6.57303, -2.06775], [-5.98862, 0.94379, -0.97102], [1.42426, -3.84136, -4.23527], [1.07517, 4.78996, 1.26169], [-0.58006, -1.86946, -2.96157], [0.70651, 0.89670, 3.85133], [3.25611, 1.17093, -3.49692], [-3.47937, 4.30852, 0.61556], [4.01074, 0.68913, -5.01490], [-3.19442, -1.54517, 1.77193], [-4.49815, -4.56998, -2.95501], [3.49776, 5.07457, 2.67050], [2.70445, 2.72143, 2.78762], [-0.93986, -4.12929, 0.44967], [7.57463, 2.86418, -2.25670], [4.38222, -0.19946, -3.54140], [-1.67767, 2.62466, 0.85306], [6.14275, -1.42008, -0.22254], [-2.57941, 2.38793, -3.12060], [-1.57025, -2.21792, 2.03685], [-4.24863, 0.28186, 3.37682], [8.52508, -1.04818, -0.79640], [2.75684, -1.52973, -4.88300], [-2.92129, -1.34012, 4.40198], [1.29798, 0.47965, 6.22010], [5.18803, 2.49957, -1.69347], [-0.21365, -0.83590, 7.65296], [-1.59385, -6.34976, -0.36535], [-5.64165, 3.96730, 1.74876], [2.69056, 4.68335, 0.59417], [-0.29054, -4.13706, -3.99274], [1.66193, -0.13267, -4.99712], [-6.02147, 1.95127, 3.12364], [-4.97505, 2.55567, -2.54717], [-2.31962, -1.74128, 6.73979], [0.77434, -3.95255, -2.59668], [2.00976, 5.01924, 3.34762], [-3.86767, -2.33516, -2.14635]], "forces_ev_per_a": [[-2.833, 0.356, 0.503], [-0.030, 0.195, 0.531], [0.235, 0.063, -0.249], [0.146, 0.265, 0.129], [-0.054, -0.504, -0.843], [-0.007, 0.172, 0.070], [0.555, 0.070, -0.023], [0.242, 0.215, 0.443], [0.400, -0.163, -0.505], [-0.005, -0.025, -0.021], [1.642, -0.172, -0.206], [-0.006, 0.034, -0.022], [-0.021, 0.131, -0.003], [0.187, 0.002, -0.060], [0.036, 0.026, 0.000], [0.014, -0.062, 0.028], [-0.050, 0.008, -0.129], [-0.057, -0.006, 0.026], [-0.043, -0.009, -0.023], [0.189, 0.044, -0.045], [0.071, -0.099, 0.136], [-0.014, 0.019, -0.037], [-0.001, 0.004, 0.003], [-0.036, 0.003, 0.032], [-0.087, -0.037, 0.032], [0.204, -0.007, 0.278], [0.019, 0.008, 0.006], [0.066, -0.010, -0.163], [0.052, 0.018, -0.013], [-0.033, -0.033, 0.111], [-0.134, -0.204, 0.131], [-0.094, 0.006, 0.015], [-0.022, -0.027, -0.045], [-0.134, 0.094, -0.060], [-0.489, -0.073, 0.095], [-0.021, 0.017, -0.011], [-0.008, 0.009, -0.014], [-0.009, -0.019, -0.015], [-0.050, 0.005, -0.190], [-0.003, 0.034, -0.022], [0.074, -0.022, -0.022], [0.016, 0.036, -0.043], [0.013, 0.021, 0.028], [0.010, -0.030, 0.006], [-0.007, 0.020, 0.039], [0.068, 0.032, 0.116], [0.184, -0.221, -0.102], [0.002, -0.012, 0.032], [0.021, 0.061, -0.006], [0.004, -0.044, 0.020], [-0.073, 0.018, 0.084], [-0.078, 0.006, 0.012], [0.015, 0.001, -0.008], [-0.008, -0.032, -0.009], [-0.028, -0.004, 0.000], [0.034, 0.009, -0.027], [0.022, 0.004, 0.029], [-0.008, -0.022, -0.008], [0.035, 0.009, -0.043], [-0.017, 0.018, 0.019], [0.006, 0.025, -0.014], [0.005, -0.004, -0.024], [0.000, -0.006, 0.081], [-0.031, 0.002, -0.028], [-0.014, -0.022, -0.010], [0.010, -0.093, -0.021], [0.027, 0.040, 0.019], [0.015, 0.024, -0.008], [0.026, -0.023, 0.035], [0.014, -0.009, -0.016], [-0.025, -0.023, 0.018], [0.012, 0.015, -0.022], [-0.054, -0.028, -0.054], [0.018, -0.047, 0.038], [0.023, -0.018, 0.006], [-0.014, 0.006, -0.038], [-0.025, -0.022, -0.044], [0.033, 0.010, 0.011], [-0.029, 0.019, 0.005], [-0.001, -0.003, 0.028], [0.028, -0.029, 0.016], [-0.023, 0.013, 0.000], [-0.043, -0.015, 0.017], [-0.013, -0.029, -0.008], [0.041, 0.023, -0.019], [-0.028, -0.007, 0.020], [-0.012, 0.026, -0.001], [-0.027, -0.023, 0.013], [-0.009, -0.007, 0.042], [-0.006, -0.022, -0.018], [-0.007, 0.035, -0.010]], "charge": 2, "e_above_lowest_kcal_mol": 34.4, "energy_ev": -85954.045, "homo_ev": [-12.9406, -12.9581]}